10
Properties=species:S:1:pos:R:3:forces:R:3 method="wB97M-V/def2-TZVPD" multiplicity=1 e_tot_ha=-1440.00433 orbital_gap_ha="0.2288 / 0.2240" charge=-1 homo_energy_ev="-3.5 / -3.5"
C -0.85204 -0.21674 0.35136 -0.632 0.447 1.415
C -0.40027 0.21124 -0.88970 -3.023 0.607 -0.140
C 1.17864 -0.15784 2.57042 -1.284 0.281 -1.297
N 0.84258 0.38029 -1.12286 2.520 -0.478 0.212
O -1.43165 0.55626 -1.78002 -0.294 -0.271 1.285
S 1.54946 0.73332 -2.54007 -0.392 0.184 -0.644
S 1.96467 -0.78089 3.77429 0.787 -0.174 0.873
S 0.18047 -1.01386 1.46555 0.798 -0.824 0.442
H -1.84261 -0.15197 0.86174 0.593 0.172 -1.529
H -1.18923 0.44018 -2.69071 0.927 0.056 -0.619

7
Properties=species:S:1:pos:R:3:forces:R:3 method="wB97M-V/def2-TZVPD" multiplicity=1 e_tot_ha=-265.84119 orbital_gap_ha=0.3743 charge=0 homo_energy_ev=-10.4
C -0.57771 0.31421 0.35200 1.021 0.751 2.712
C -1.87187 0.64411 -0.30779 -0.393 0.013 -0.930
C 0.68006 -0.15409 -0.28850 0.843 2.534 1.951
O 1.80263 0.18556 0.00904 -0.701 0.109 0.539
O -1.74655 -0.56410 0.06924 0.226 0.318 0.560
H -0.48912 0.76871 1.42643 -0.198 -1.268 -1.963
H 0.56574 -0.76243 -1.08732 -0.797 -2.457 -2.869

Going through the records in order, we get energy above the lowest of the compared OMol25 structures with the same formula, charge and spin values of 3.136 2.995 eV.
Going through the records in order, we get max |F| values of 3.086 3.861 eV Å⁻¹.